# C32H51CdN3O9PSeSi

C32H51CdN3O9PSeSi as an isolated structure in a non-equilibrium geometry (ωB97M-V/def2-TZVPD, the OMol25 dataset).

Geometry as XYZ:
```
99
Properties=species:S:1:pos:R:3
Cd -0.282 0.816 1.167
C 0.931 -1.685 -0.081
C 1.927 -0.537 -0.039
O 1.559 0.236 2.378
C 1.411 0.515 3.761
C 0.775 -0.666 4.495
O -0.448 -1.135 3.941
C -1.542 -0.255 4.081
C -2.703 -0.803 3.272
O -2.463 -0.767 1.868
C -2.285 -1.992 1.195
C -0.869 -2.543 1.304
O 0.052 -1.512 1.030
H 1.468 -2.637 0.023
H 0.347 -1.705 -1.009
H 1.369 0.411 -0.115
H 2.569 -0.598 -0.916
H 0.819 1.426 3.882
H 2.379 0.690 4.234
H 0.632 -0.393 5.550
H 1.451 -1.521 4.427
H -1.317 0.754 3.725
H -1.839 -0.179 5.137
H -3.569 -0.164 3.459
H -2.928 -1.828 3.586
H -2.476 -1.757 0.146
H -3.007 -2.741 1.546
H -0.749 -3.372 0.599
H -0.680 -2.897 2.319
O -1.266 0.278 -1.013
P -2.087 0.565 -2.215
N -3.628 -0.111 -2.186
C -4.525 0.292 -1.079
C -5.324 -0.969 -0.732
C -5.186 -1.844 -1.984
C -3.762 -1.548 -2.438
N -2.319 2.143 -2.631
C -1.651 3.228 -1.869
C -2.634 4.406 -1.902
C -3.978 3.751 -2.227
C -3.557 2.666 -3.213
N -1.382 -0.139 -3.540
C -0.395 -1.219 -3.491
C -0.041 -1.457 -4.961
C -1.303 -1.017 -5.711
C -1.761 0.196 -4.907
H -5.196 1.082 -1.433
H -3.963 0.674 -0.221
H -6.361 -0.738 -0.492
H -4.880 -1.479 0.123
H -5.896 -1.526 -2.752
H -5.345 -2.903 -1.782
H -3.600 -1.767 -3.495
H -3.050 -2.147 -1.852
H -0.692 3.487 -2.321
H -1.477 2.905 -0.854
H -2.363 5.107 -2.695
H -2.618 4.932 -0.950
H -4.710 4.445 -2.642
H -4.389 3.289 -1.326
H -3.338 3.121 -4.188
H -4.286 1.870 -3.356
H -0.822 -2.127 -3.045
H 0.474 -0.929 -2.898
H 0.224 -2.496 -5.150
H 0.800 -0.826 -5.252
H -2.058 -1.806 -5.671
H -1.114 -0.771 -6.756
H -2.836 0.377 -4.986
H -1.238 1.100 -5.245
C 6.145 1.092 4.713
C 5.732 -0.233 4.757
C 4.783 -0.693 3.856
C 4.210 0.143 2.895
C 4.640 1.472 2.873
C 5.596 1.942 3.764
Si 2.965 -0.639 1.641
C 4.537 -1.120 0.507
C 5.220 -0.136 -0.218
C 6.186 -0.445 -1.165
C 6.517 -1.772 -1.412
C 5.888 -2.770 -0.683
C 4.915 -2.441 0.255
H 6.882 1.461 5.417
H 6.148 -0.903 5.502
H 4.469 -1.732 3.901
H 4.201 2.166 2.163
H 5.908 2.980 3.728
H 2.701 -2.014 2.169
H 4.983 0.911 -0.040
H 6.679 0.346 -1.720
H 7.251 -2.023 -2.168
H 6.155 -3.808 -0.856
H 4.427 -3.240 0.808
O 0.473 2.799 1.058
Se -0.826 3.307 1.965
O -0.500 3.236 3.539
O -1.940 2.103 1.613
O -1.343 4.755 1.511
```

## Properties
HOMO-LUMO gap   7.42 eV
E_LUMO   2.1 eV
Net charge   -1